# 1
Computed, not measured: C29H24N2P2S3Tc as an isolated structure, with ωB97M-V with the def2-TZVPD basis set.

As for the HOMO-LUMO gap (spin up / spin down): 6.762 / 6.745 eV. Its spin multiplicity is 2. The energy comes out at -3186.6075 a.u. The charge is +2.

Last column: Löwdin charge in e.
Element x y z (Å)
1 Tc -0.31514 -2.63292 -0.04203  0.7310
2 S -1.18486 -5.00113 -0.73403  0.7021
3 S -2.36603 -2.28764 1.07612  0.3800
4 S 1.86654 -2.38679 0.80832  0.4035
5 P 1.45546 -0.39947 0.52831  0.5782
6 P -1.87795 -0.32668 0.72897  0.5784
7 N 0.08852 -5.37917 -3.08817  0.1157
8 N 0.55628 -3.45983 -1.85000  -0.1217
9 C 2.36811 2.74407 2.91529  -0.0547
10 C 2.13994 1.96322 1.79608  -0.0884
11 C -4.23890 1.61599 -2.64123  -0.0385
12 C -2.12737 2.29563 4.43758  -0.0380
13 C 1.76162 -3.91440 -3.84637  0.0104
14 C -2.71051 0.26433 3.29319  -0.0765
15 C 3.41691 1.35767 -3.18806  -0.0424
16 C -3.48664 0.47057 -2.88308  -0.0549
17 C -0.13649 -4.62712 -1.97893  -0.8078
18 C 2.30631 2.17693 4.18270  -0.0402
19 C -1.36657 2.70605 3.34790  -0.0542
20 C -4.27778 2.17745 -1.37356  -0.0425
21 C -1.28145 1.90167 2.22563  -0.0994
22 C 1.48071 -3.12004 -2.73015  -0.0474
23 C -2.79985 1.08225 4.40930  -0.0441
24 C 2.20815 0.31773 -0.92603  -0.3745
25 C 1.44593 0.56061 -2.06765  -0.0955
26 C 4.17791 1.11070 -2.05070  -0.0432
27 C -0.24610 -0.74896 0.20077  -0.6850
28 C -2.80270 0.45969 -0.57758  -0.3434
29 C 1.79324 0.03606 3.22317  -0.0808
30 C 1.85430 0.60505 1.95051  -0.3609
31 C -3.56141 1.60257 -0.33469  -0.0548
32 C 1.02359 -5.05231 -4.00663  0.0075
33 C -2.77161 -0.10940 -1.85258  -0.1031
34 C 2.05477 1.08753 -3.19711  -0.0578
35 C -1.94784 0.67716 2.20429  -0.3681
36 C 2.01916 0.82689 4.33759  -0.0442
37 C 3.57683 0.59431 -0.91565  -0.0750
38 H -4.80289 2.06666 -3.44670  0.1205
39 H 2.49315 2.79066 5.05388  0.1208
40 H -3.39309 0.76849 5.25699  0.1198
41 H 2.52265 -3.64044 -4.55899  0.1296
42 H 2.19427 2.40742 0.80949  0.1137
43 H -2.19808 2.92751 5.31269  0.1197
44 H -3.22182 -0.69009 3.28264  0.0887
45 H -0.70875 2.23488 1.36896  0.1124
46 H 1.46513 1.29981 -4.07880  0.1159
47 H -3.47135 0.03062 -3.87083  0.1148
48 H -0.84756 3.65473 3.36907  0.1170
49 H 1.57795 -1.01847 3.34348  0.0923
50 H 1.14050 -5.73384 -4.83775  0.1553
51 H -3.59967 2.04118 0.65370  0.1110
52 H 3.88834 1.77252 -4.06887  0.1199
53 H -4.87004 3.06287 -1.18866  0.1205
54 H 2.00861 -2.19217 -2.53985  0.1195
55 H -0.44374 -6.23703 -3.18850  0.1762
56 H 0.37982 0.36202 -2.06971  0.0915
57 H 4.16921 0.41136 -0.02668  0.1234
58 H 2.60429 3.79333 2.79962  0.1196
59 H 1.98081 0.38696 5.32456  0.1197
60 H -2.20018 -1.01434 -2.03417  0.0876
61 H 5.23735 1.32710 -2.04704  0.1210

***

# 2
Computed, not measured: one molecule with the formula C26H29NO2, with ωB97M-V with the def2-TZVPD basis set.

As for the HOMO-LUMO gap: 8.127 eV. The SMILES is CC/C(=C(/c1ccc(OCCN(C)C)cc1)c1cccc(O)c1)c1ccccc1. The energy comes out at -1213.3528 a.u. The charge is 0.

Last column: Löwdin charge in e.
Element x y z (Å)
1 O -0.69994 -3.58256 2.09718  -0.0474
2 O -3.33095 3.02629 0.88700  0.0470
3 N -2.59214 -1.33759 2.96122  -0.2889
4 C -2.00575 3.16954 0.59636  -0.3080
5 C -1.34899 -3.43669 3.34198  -0.1746
6 C 0.04158 4.41616 0.60133  -0.0750
7 C 1.50325 2.07905 -4.29837  -0.0949
8 C 1.44657 1.02418 -1.98101  -0.1435
9 C 2.19137 -0.19365 -2.38178  -0.2075
10 C 0.15148 -1.29183 2.03843  -0.0098
11 C -0.31727 -2.44975 1.42781  -0.2737
12 C 0.39979 -0.22715 -0.11761  -0.1946
13 C -3.52419 -0.81342 1.98805  -0.0867
14 C 0.49236 -0.19795 1.27169  -0.0091
15 C 0.00378 2.18952 -0.30973  -0.1868
16 C 0.67593 1.00550 -0.88340  -0.1085
17 C -2.61214 -0.57582 4.18846  -0.0994
18 C -1.30828 4.33425 0.89413  -0.0317
19 C 4.01261 -1.71315 -1.94976  -0.0762
20 C 1.70306 2.26680 -2.79575  -0.1849
21 C -0.37830 -2.49999 0.03758  0.0101
22 C 2.58567 -2.07254 -3.83679  -0.0787
23 C 0.69892 3.35461 0.00821  -0.0482
24 C 3.27776 -0.59261 -1.60963  -0.0211
25 C -0.02582 -1.40437 -0.72347  -0.0108
26 C 3.67080 -2.45487 -3.06741  -0.0916
27 C -2.72320 -2.76616 3.18845  -0.1748
28 C 1.85093 -0.95054 -3.49772  -0.0619
29 C -1.34896 2.10414 -0.00315  0.0483
30 H 0.83692 0.70332 1.75887  0.1239
31 H -3.59785 -0.59209 4.68285  0.0868
32 H -0.73014 -2.88615 4.05847  0.1102
33 H 2.73778 2.58295 -2.62359  0.1239
34 H 0.23491 -1.22806 3.11094  0.1079
35 H -2.35118 0.45787 3.96552  0.0845
36 H 1.75888 3.41612 -0.18551  0.1169
37 H 0.48929 1.74643 -4.50904  0.0780
38 H 2.20488 1.35256 -4.70037  0.0658
39 H -0.72646 -3.40780 -0.43113  0.1179
40 H 2.30662 -2.65370 -4.70422  0.1021
41 H -3.38719 -1.33950 1.04438  0.0855
42 H -1.90413 1.20628 -0.22488  0.1297
43 H -0.11834 -1.45234 -1.79727  0.1126
44 H -3.33148 -2.98758 4.08048  0.1211
45 H -3.66559 3.83969 1.28335  0.1044
46 H 1.66294 3.02691 -4.80843  0.0715
47 H -3.30705 0.24129 1.82629  0.0696
48 H 3.54106 -0.01600 -0.73444  0.1221
49 H -1.87518 -0.97732 4.88231  0.0795
50 H 0.58484 5.31701 0.84705  0.1048
51 H -1.81896 5.16615 1.36183  0.1097
52 H -3.21187 -3.22340 2.32502  0.1253
53 H -1.47751 -4.45961 3.70615  0.1263
54 H 4.24331 -3.33113 -3.33418  0.0991
55 H -4.57564 -0.90910 2.30283  0.0878
56 H 0.99182 -0.67590 -4.09204  0.1135
57 H 4.85336 -2.01015 -1.33964  0.1017
58 H 1.04308 3.06423 -2.45183  0.1010

***

# 3
Computed, not measured: one molecule with the formula C5H5NO2 at a distorted geometry, with ωB97M-V with the def2-TZVPD basis set.

As for the HOMO-LUMO gap: 10.738 eV. The SMILES is CC(=O)c1ncco1. The energy comes out at -398.6761 a.u. The charge is 0.

Last column: Löwdin charge in e.
Element x y z (Å)
1 O 0.77058 0.89147 -0.59794  0.0818
2 O -1.89619 -0.88987 -0.88276  0.1566
3 N 0.86460 -0.95565 0.63670  0.1776
4 C 0.12907 -0.22170 0.02132  -0.2783
5 C 2.14844 -0.44350 0.41866  -0.0817
6 C -2.21288 0.81291 0.74475  0.0356
7 C -1.40898 -0.17934 -0.10008  -0.3630
8 C 2.05505 0.62100 -0.32172  -0.1268
9 H -1.94562 0.57811 1.86873  0.1482
10 H 2.90228 1.16463 -0.66979  0.1253
11 H -3.23289 0.60935 0.40694  0.0984
12 H 2.95265 -0.89458 0.67376  0.0498
13 H -1.98792 1.68311 0.53153  -0.0236

***

# 4
Computed, not measured: one molecule with the formula C4H7FOS at a distorted geometry, with ωB97M-V with the def2-TZVPD basis set.

As for the HOMO-LUMO gap: 9.721 eV. The SMILES is CO[C@@H]1[C@@H](F)[C@@H]1S. The energy comes out at -729.8233 a.u. The charge is 0.

Last column: Löwdin charge in e.
Element x y z (Å)
1 S -1.74994 -1.22992 1.72378  0.7668
2 F 1.11367 -2.13261 -1.05542  -0.0087
3 O -0.17075 1.09113 0.43464  -0.1475
4 C 0.21857 -1.18279 -0.58094  -0.1927
5 C -0.15330 -1.27840 0.93875  -0.5396
6 C 0.11977 1.76380 -0.78035  -0.0853
7 C 0.57405 -0.04752 0.44477  -0.3282
8 H -2.01129 0.03822 1.36554  -0.1336
9 H 1.62202 0.07861 0.70992  0.1576
10 H 0.39893 -1.98934 1.52340  0.0843
11 H -0.51388 -0.96323 -1.33958  0.1363
12 H -0.53510 2.64092 -0.87551  0.0943
13 H -0.07303 1.08342 -1.66311  0.0984
14 H 1.16027 2.12770 -0.84589  0.0979